<w>
This record from the Open Molecules 2025 dataset describes a cluster of 2 separate species, C4H12 in total. The level of theory is ωB97M-V with the def2-TZVPD basis set.

Last columns: bonded neighbours and bond lengths (Å).
Atoms and positions in Å:
1 C -1.50 0.57 0.50  C2 1.468, H3 1.118, H4 1.090, H5 1.185
2 C -2.17 0.26 1.77  C1 1.468, H6 1.045, H7 1.118, H8 1.159
3 H -2.22 1.02 -0.23  C1 1.118
4 H -0.77 1.38 0.58  C1 1.090
5 H -0.79 -0.30 0.12  C1 1.185
6 H -3.21 0.32 1.79  C2 1.045
7 H -1.84 0.98 2.56  C2 1.118
8 H -1.96 -0.88 1.78  C2 1.159
9 C 2.34 -0.92 -0.85  C10 1.533, H11 1.115, H12 1.050, H13 1.081
10 C 1.31 0.07 -1.39  C9 1.533, H14 1.027, H15 1.114, H16 1.179
11 H 2.06 -1.33 0.15  C9 1.115
12 H 2.43 -1.79 -1.43  C9 1.050
13 H 3.25 -0.37 -0.65  C9 1.081
14 H 0.68 0.55 -0.74  C10 1.027
15 H 0.70 -0.49 -2.14  C10 1.114
16 H 1.74 1.00 -1.97  C10 1.179

Output
Gap between HOMO and LUMO   12.2 eV
Structure (SMILES)   CC.CC

Here are the Löwdin charges for atoms 1 to 2, given in e:
1. C -0.226
2. C -0.195

<x>
This record from the Open Molecules 2025 dataset describes a cluster of 2 separate species, C4H12 in total. The level of theory is ωB97M-V with the def2-TZVPD basis set.

Last columns: bonded neighbours and bond lengths (Å).
Atoms and positions in Å:
1 C -2.89 -0.02 1.09  C2 1.470, H3 1.158, H4 1.131, H5 1.045
2 C -1.56 -0.61 0.83  C1 1.470, H6 1.063, H7 1.086, H8 1.239
3 H -3.60 -0.34 0.23  C1 1.158
4 H -3.24 -0.38 2.10  C1 1.131
5 H -2.80 1.02 1.14  C1 1.045
6 H -0.74 -0.33 1.45  C2 1.063
7 H -1.16 -0.56 -0.18  C2 1.086
8 H -1.80 -1.81 1.03  C2 1.239
9 C 2.82 -0.18 -0.95  C10 1.572, H11 1.034, H12 1.095, H13 1.249
10 C 1.68 0.90 -0.91  C9 1.572, H14 1.047, H15 1.100, H16 1.049
11 H 3.79 0.18 -1.03  C9 1.034
12 H 2.51 -1.08 -0.41  C9 1.095
13 H 2.75 -0.67 -2.10  C9 1.249
14 H 2.19 1.80 -0.76  C10 1.047
15 H 1.18 1.03 0.06  C10 1.100
16 H 0.89 1.07 -1.59  C10 1.049

Output
Gap between HOMO and LUMO   12.2 eV
Structure (SMILES)   CC.CC

Here are the Löwdin charges for atoms 1 to 2, given in e:
1. C -0.211
2. C -0.221

<y>
This record from the Open Molecules 2025 dataset describes a cluster of 2 separate species, C4H12 in total. The level of theory is ωB97M-V with the def2-TZVPD basis set.

Last columns: bonded neighbours and bond lengths (Å).
Atoms and positions in Å:
1 C -1.03 1.94 -0.47  C2 1.534, H3 1.091, H4 1.088, H5 1.090
2 C -1.11 1.27 -1.85  C1 1.534, H6 1.092, H7 1.082, H8 1.088
3 H -0.33 2.77 -0.51  C1 1.091
4 H -2.00 2.31 -0.14  C1 1.088
5 H -0.66 1.24 0.28  C1 1.090
6 H -1.41 2.03 -2.57  C2 1.092
7 H -0.13 0.89 -2.13  C2 1.082
8 H -1.88 0.51 -1.88  C2 1.088
9 C 0.65 -1.02 1.43  C10 1.526, H11 1.090, H12 1.089, H13 1.086
10 C 1.46 -2.20 0.89  C9 1.526, H14 1.092, H15 1.088, H16 1.091
11 H 0.43 -1.19 2.48  C9 1.090
12 H 1.25 -0.12 1.35  C9 1.089
13 H -0.27 -0.93 0.87  C9 1.086
14 H 1.98 -1.92 -0.03  C10 1.092
15 H 0.84 -3.07 0.66  C10 1.088
16 H 2.23 -2.50 1.61  C10 1.091

Output
Gap between HOMO and LUMO   12.8 eV
Structure (SMILES)   CC.CC

Here are the Löwdin charges for atoms 1 to 2, given in e:
1. C -0.166
2. C -0.166

<z>
This record from the Open Molecules 2025 dataset describes a cluster of 2 separate species, C4H12 in total. The level of theory is ωB97M-V with the def2-TZVPD basis set.

Last columns: bonded neighbours and bond lengths (Å).
Atoms and positions in Å:
1 C -2.16 0.59 1.14  C2 1.525, H3 1.088, H4 1.112, H5 1.091
2 C -2.35 0.73 -0.37  C1 1.525, H6 1.091, H7 1.115, H8 1.090
3 H -2.86 -0.01 1.72  C1 1.088
4 H -1.20 0.17 1.53  C1 1.112
5 H -2.26 1.61 1.51  C1 1.091
6 H -1.44 1.02 -0.89  C2 1.091
7 H -3.19 1.43 -0.58  C2 1.115
8 H -2.76 -0.21 -0.73  C2 1.090
9 C 1.67 -1.03 -0.06  C10 1.545, H11 1.103, H12 1.093, H13 1.099
10 C 2.85 -0.29 -0.74  C9 1.545, H14 1.094, H15 1.099, H16 1.083
11 H 1.19 -1.63 -0.85  C9 1.103
12 H 2.05 -1.69 0.73  C9 1.093
13 H 1.00 -0.34 0.46  C9 1.099
14 H 3.66 -0.16 -0.02  C10 1.094
15 H 2.57 0.74 -0.97  C10 1.099
16 H 3.11 -0.79 -1.67  C10 1.083

Output
Gap between HOMO and LUMO   12.7 eV
Structure (SMILES)   CC.CC

Here are the Löwdin charges for atoms 1 to 2, given in e:
1. C -0.185
2. C -0.172

Short version: <y> is the most stable of them.

<w>
This record from the Open Molecules 2025 dataset describes a cluster of 2 separate species, C4H12 in total. The level of theory is ωB97M-V with the def2-TZVPD basis set.

Last columns: bonded neighbours and bond lengths (Å).
Atoms and positions in Å:
1 C -0.19 1.02 -1.95  C2 1.524, H3 1.089, H4 1.093, H5 1.091
2 C -1.15 -0.14 -2.20  C1 1.524, H6 1.091, H7 1.083, H8 1.093
3 H 0.08 1.52 -2.88  C1 1.089
4 H -0.64 1.83 -1.37  C1 1.093
5 H 0.77 0.73 -1.50  C1 1.091
6 H -0.64 -1.11 -2.20  C2 1.091
7 H -1.89 -0.23 -1.42  C2 1.083
8 H -1.63 -0.05 -3.18  C2 1.093
9 C 1.42 -0.53 2.27  C10 1.520, H11 1.096, H12 1.091, H13 1.086
10 C -0.05 -0.36 1.94  C9 1.520, H14 1.083, H15 1.086, H16 1.100
11 H 1.75 0.34 2.85  C9 1.096
12 H 1.64 -1.42 2.86  C9 1.091
13 H 2.01 -0.52 1.35  C9 1.086
14 H -0.29 0.59 1.48  C10 1.083
15 H -0.76 -0.57 2.74  C10 1.086
16 H -0.43 -1.10 1.22  C10 1.100

Output
Gap between HOMO and LUMO   12.7 eV
Structure (SMILES)   CC.CC

Here are the Löwdin charges for atoms 1 to 2, given in e:
1. C -0.177
2. C -0.170

<x>
This record from the Open Molecules 2025 dataset describes a cluster of 2 separate species, C4H12 in total. The level of theory is ωB97M-V with the def2-TZVPD basis set.

Last columns: bonded neighbours and bond lengths (Å).
Atoms and positions in Å:
1 C -0.07 -1.65 0.41  C2 1.527, H3 1.085, H4 1.096, H5 1.090
2 C 0.35 -2.93 1.11  C1 1.527, H6 1.098, H7 1.092, H8 1.087
3 H -0.73 -1.92 -0.41  C1 1.085
4 H -0.65 -0.95 1.02  C1 1.096
5 H 0.76 -0.99 0.16  C1 1.090
6 H 1.39 -3.21 0.90  C2 1.098
7 H -0.15 -3.80 0.67  C2 1.092
8 H 0.25 -3.01 2.19  C2 1.087
9 C -0.84 2.29 -0.46  C10 1.533, H11 1.084, H12 1.090, H13 1.090
10 C 0.58 2.30 -1.03  C9 1.533, H14 1.091, H15 1.086, H16 1.088
11 H -1.58 2.16 -1.24  C9 1.084
12 H -0.99 1.47 0.24  C9 1.090
13 H -1.07 3.23 0.03  C9 1.090
14 H 0.57 1.97 -2.07  C10 1.091
15 H 1.01 3.30 -1.00  C10 1.086
16 H 1.23 1.56 -0.56  C10 1.088

Output
Gap between HOMO and LUMO   12.8 eV
Structure (SMILES)   CC.CC

Here are the Löwdin charges for atoms 1 to 2, given in e:
1. C -0.170
2. C -0.174

Short version: <w> is the most stable of them.